1.
DFT (ωB97M-V/def2-TZVPD) results for a structure of composition C28H35F6N2OS3Sc.

Calculated values
- HOMO energy (Ha) = -0.03436
- gap between HOMO and LUMO (eV) = 5.16
- net charge = -2

```
76
C28H35F6N2OS3Sc, DFT ωB97M-V/def2-TZVPD
Sc 0.521 -0.397 1.480
C -1.683 -4.769 -1.630
C -0.714 -4.052 -2.572
C 0.708 -4.542 -2.298
C -0.844 -2.532 -2.523
C -2.075 -1.921 -2.287
C -2.218 -0.544 -2.328
C -1.140 0.292 -2.602
C -1.330 1.780 -2.687
C 0.096 -0.308 -2.807
C 0.239 -1.691 -2.768
H -1.540 -5.850 -1.709
H -2.726 -4.562 -1.872
H -1.501 -4.477 -0.594
H -0.969 -4.350 -3.599
H 1.032 -4.230 -1.304
H 1.425 -4.177 -3.036
H 0.732 -5.635 -2.329
H -2.941 -2.521 -2.042
H -3.184 -0.100 -2.117
H -1.728 2.061 -3.668
H -0.389 2.305 -2.541
H -2.024 2.137 -1.926
H 0.965 0.310 -2.997
H 1.225 -2.106 -2.932
S -1.187 -4.551 3.294
C -0.635 -3.083 2.714
S -0.839 -1.583 3.542
S 0.237 -2.967 1.201
N 2.498 0.833 4.147
C 1.818 0.323 3.357
H 3.116 1.503 4.549
C 1.581 3.144 -0.581
C 0.715 3.898 0.426
C 1.289 3.802 1.841
C -0.760 3.535 0.404
C -1.630 4.511 -0.059
C -3.010 4.349 -0.061
C -3.512 3.189 0.521
C -2.695 2.183 1.011
C -3.359 1.065 1.797
C -2.866 1.074 3.246
C -3.265 -0.327 1.170
C -1.259 2.253 0.854
N -0.475 1.192 1.091
H 2.609 3.518 -0.549
H 1.207 3.293 -1.597
H 1.599 2.077 -0.375
H 0.761 4.958 0.141
H 1.156 2.788 2.212
H 0.763 4.484 2.515
H 2.356 4.052 1.849
H -1.203 5.439 -0.436
H -3.669 5.117 -0.450
H -4.588 3.066 0.622
H -4.427 1.322 1.827
H -1.806 0.831 3.285
H -3.406 0.337 3.847
H -3.012 2.066 3.685
H -2.235 -0.588 0.936
H -3.850 -0.367 0.247
H -3.654 -1.085 1.856
C 3.452 -2.464 -0.148
C 3.538 -0.975 0.215
O 2.340 -0.432 0.511
C 4.491 -0.834 1.431
F 4.047 -1.570 2.461
F 5.756 -1.253 1.179
F 4.599 0.431 1.875
C 4.164 -0.229 -0.995
F 3.324 -0.250 -2.039
F 5.319 -0.796 -1.431
F 4.453 1.055 -0.743
H 2.884 -2.968 0.632
H 4.435 -2.925 -0.260
H 2.898 -2.562 -1.080
```

Atom charges from the Löwdin analysis, given in e for atoms 1 to 4:
1 Sc 0.469
2 C -0.085
3 C -0.377
4 C -0.093

***

2.
DFT (ωB97M-V/def2-TZVPD) results for a structure of composition C28H35FeN4O2S3Sb.

Calculated values
- multiplicity = 5
- <S²> = 6.02
- HOMO energy (spin up / spin down) (Ha) = -0.22732 / -0.23611
- gap between HOMO and LUMO (spin up / spin down) (eV) = 6.16 / 6.40

```
74
C28H35FeN4O2S3Sb, DFT ωB97M-V/def2-TZVPD
Fe -2.425 0.617 -0.259
N -2.315 1.832 1.696
C -2.590 0.982 2.861
C -1.661 1.236 4.050
C -0.190 0.876 3.780
C 0.389 -0.250 4.634
N -0.276 -1.545 4.518
C -0.113 -2.346 3.468
N 0.792 -2.053 2.540
N -0.739 -3.537 3.423
C -2.475 -0.490 2.455
O -2.844 -1.335 3.272
O -1.950 -0.720 1.311
H -1.370 2.206 1.710
H -2.944 2.623 1.624
H -3.618 1.134 3.186
H -2.053 0.705 4.919
H -1.718 2.301 4.285
H 0.440 1.744 3.988
H -0.042 0.660 2.718
H 0.351 0.037 5.684
H 1.443 -0.404 4.391
H -1.124 -1.675 5.047
H 1.020 -1.084 2.391
H 0.808 -2.593 1.680
H -1.606 -3.595 3.934
H -0.799 -3.958 2.508
S -4.874 2.389 -3.462
C -4.111 1.939 -2.073
S -4.483 0.414 -1.260
S -2.830 2.851 -1.322
C -1.517 -2.743 -1.198
C -0.055 -2.825 -0.847
C 0.510 -4.075 -0.590
C 1.863 -4.222 -0.309
C 2.685 -3.108 -0.306
C 2.137 -1.855 -0.560
C 0.773 -1.688 -0.805
Sb -0.083 0.259 -1.226
C 1.389 1.536 -0.324
C 2.067 1.141 0.827
C 2.935 1.995 1.494
C 3.121 3.278 1.009
C 2.438 3.690 -0.126
C 1.564 2.845 -0.807
C 0.829 3.362 -2.015
C 0.634 0.291 -3.234
C 2.006 0.212 -3.448
C 2.517 0.206 -4.737
C 1.644 0.278 -5.813
C 0.277 0.363 -5.597
C -0.257 0.377 -4.309
C -1.741 0.537 -4.110
H -1.973 -3.732 -1.192
H -1.660 -2.322 -2.197
H -2.061 -2.122 -0.487
H -0.122 -4.956 -0.639
H 2.274 -5.206 -0.117
H 3.746 -3.207 -0.114
H 2.799 -1.000 -0.593
H 1.929 0.139 1.214
H 3.463 1.657 2.377
H 3.792 3.962 1.514
H 2.579 4.699 -0.495
H 1.042 4.418 -2.174
H -0.255 3.256 -1.903
H 1.118 2.819 -2.916
H 2.687 0.169 -2.605
H 3.586 0.147 -4.898
H 2.029 0.274 -6.825
H -0.395 0.429 -6.444
H -2.277 0.458 -5.054
H -1.978 1.515 -3.684
H -2.156 -0.213 -3.434
```

Atom charges from the Löwdin analysis, given in e for atoms 1 to 4:
1 Fe 0.120
2 N 0.020
3 C -0.282
4 C -0.131

***

3.
DFT (ωB97M-V/def2-TZVPD) results for a structure of composition C28H35MnN5P2Se.

Calculated values
- multiplicity = 6
- <S²> = 8.79
- HOMO energy (spin up / spin down) (Ha) = -0.27009 / -0.27331
- gap between HOMO and LUMO (spin up / spin down) (eV) = 6.49 / 6.27

```
72
C28H35MnN5P2Se, DFT ωB97M-V/def2-TZVPD
Mn 0.038 -1.446 4.134
C -1.153 1.695 4.737
C -1.472 0.714 3.858
C -1.191 0.828 2.383
C 0.058 0.225 1.724
C 1.261 0.137 2.637
C 1.683 1.151 3.435
C 1.002 2.467 3.511
C -0.149 2.763 4.512
C 1.780 -2.102 4.879
H -1.613 1.697 5.730
H -2.266 -0.011 4.109
H -1.267 1.888 2.141
H -2.054 0.387 1.881
H -0.157 -0.783 1.328
H 0.273 0.824 0.827
H 2.027 -0.575 2.314
H 2.557 0.991 4.079
H 0.684 2.779 2.504
H 1.776 3.189 3.791
H 0.258 3.033 5.502
H -0.637 3.674 4.129
H 1.641 -2.215 5.975
H 2.674 -1.515 4.595
H 1.721 -3.073 4.350
P 1.390 -0.901 -1.599
P -2.003 -0.522 -1.400
N 2.788 0.089 -1.895
N 2.114 -2.215 -2.627
N -2.198 1.215 -1.569
N -3.561 -0.896 -2.235
C 0.404 -0.095 -2.936
C -0.992 -0.713 -2.959
C 3.680 0.371 -0.858
C 4.722 1.115 -1.383
C 4.465 1.309 -2.791
C 3.304 0.616 -3.081
C 2.281 -3.533 -2.174
C 2.769 -4.309 -3.213
C 2.805 -3.477 -4.375
C 2.483 -2.187 -3.965
C -1.950 2.099 -0.519
C -1.963 3.393 -0.995
C -2.181 3.317 -2.408
C -2.304 1.977 -2.737
C -4.412 -0.302 -3.175
C -5.525 -1.127 -3.361
C -5.309 -2.311 -2.585
C -4.096 -2.161 -1.928
H 0.863 -0.279 -3.916
H 0.414 1.001 -2.809
H -1.553 -0.295 -3.802
H -0.899 -1.801 -3.092
H 3.442 0.017 0.129
H 5.577 1.463 -0.825
H 5.042 1.885 -3.495
H 2.849 0.437 -4.043
H 2.016 -3.782 -1.156
H 3.087 -5.335 -3.156
H 2.996 -3.766 -5.401
H 2.514 -1.294 -4.564
H -1.816 1.702 0.469
H -1.825 4.274 -0.388
H -2.238 4.142 -3.109
H -2.468 1.504 -3.694
H -4.198 0.633 -3.670
H -6.390 -0.912 -3.983
H -5.954 -3.169 -2.519
H -3.543 -2.825 -1.279
Se -1.246 0.082 8.735
C -0.603 -0.413 7.183
N -0.255 -0.740 6.093
```

Atom charges from the Löwdin analysis, given in e for atoms 1 to 4:
1 Mn 0.873
2 C -0.090
3 C -0.171
4 C -0.242

***

4.
DFT (ωB97M-V/def2-TZVPD) results for a structure of composition C28H35N12O3PSV.

Calculated values
- multiplicity = 4
- <S²> = 3.77
- HOMO energy (spin up / spin down) (Ha) = -0.43362 / -0.47696
- gap between HOMO and LUMO (spin up / spin down) (eV) = 6.31 / 7.39
- net charge = +2

```
81
C28H35N12O3PSV, DFT ωB97M-V/def2-TZVPD
V 0.077 -0.979 -0.360
C -1.794 -1.608 4.665
N -1.344 -2.023 3.365
C -1.316 -3.273 2.835
C -0.768 -3.158 1.585
N -0.466 -1.858 1.352
C -0.826 -1.186 2.438
P -0.677 0.627 2.593
C -1.555 0.957 1.027
N -1.282 0.364 -0.135
C -2.093 0.935 -1.057
C -2.866 1.885 -0.448
N -2.523 1.890 0.864
C -3.070 2.740 1.885
C 0.986 0.673 1.840
N 1.287 0.066 0.692
C 2.601 0.304 0.458
C 3.102 1.072 1.473
N 2.082 1.299 2.341
C 2.134 2.096 3.538
H -2.102 -2.470 5.252
H -0.983 -1.096 5.187
H -2.634 -0.917 4.571
H -1.679 -4.135 3.354
H -0.589 -3.922 0.851
H -2.077 0.645 -2.091
H -3.613 2.540 -0.847
H -4.086 3.030 1.616
H -3.081 2.207 2.838
H -2.469 3.645 2.001
H 3.102 -0.093 -0.405
H 4.087 1.467 1.630
H 3.167 2.200 3.868
H 1.728 3.095 3.359
H 1.551 1.619 4.327
O 0.270 7.859 0.971
C 0.724 7.441 -0.217
O 1.103 8.225 -1.039
C 0.725 5.963 -0.493
C 0.504 4.951 0.442
C 0.511 3.628 0.049
C 0.753 3.261 -1.281
C 0.988 4.287 -2.210
C 0.973 5.606 -1.819
N 0.675 1.911 -1.590
C 1.072 1.447 -2.717
C 0.865 0.070 -3.108
C 1.228 -0.341 -4.404
C 0.946 -1.623 -4.825
C 0.251 -2.470 -3.956
C -0.071 -2.000 -2.701
N 0.262 -0.785 -2.259
H -0.060 7.167 1.557
H 0.330 5.168 1.489
H 0.320 2.844 0.769
H 1.163 4.056 -3.248
H 1.137 6.407 -2.525
H 1.548 2.064 -3.486
H 1.733 0.355 -5.057
H 1.242 -1.961 -5.806
H -0.021 -3.471 -4.254
H -0.610 -2.625 -1.986
C 3.459 -5.053 1.287
N 2.570 -3.969 0.918
C 2.454 -3.440 -0.316
N 3.195 -3.980 -1.305
O 1.684 -2.497 -0.550
H 3.329 -5.272 2.345
H 4.507 -4.782 1.119
H 3.224 -5.959 0.720
H 2.027 -3.524 1.643
H 3.838 -4.737 -1.156
H 3.150 -3.560 -2.217
N -4.520 -4.461 -1.087
C -3.971 -3.403 -1.698
N -4.160 -3.266 -3.021
S -3.040 -2.326 -0.827
H -5.175 -5.071 -1.553
H -4.444 -4.523 -0.085
H -4.830 -3.839 -3.511
H -3.868 -2.412 -3.465
```

Atom charges from the Löwdin analysis, given in e for atoms 1 to 4:
1 V 0.668
2 C -0.016
3 N -0.111
4 C -0.022

***

5.
DFT (ωB97M-V/def2-TZVPD) results for a structure of composition C28H35N2O7P4Zn.

Calculated values
- HOMO energy (Ha) = -0.39638
- gap between HOMO and LUMO (eV) = 8.76
- net charge = +1

```
77
C28H35N2O7P4Zn, DFT ωB97M-V/def2-TZVPD
Zn -0.713 0.207 -0.318
C 2.116 0.395 1.705
C 1.084 -0.198 2.675
P -0.633 0.253 2.180
C -1.701 -0.777 3.207
C -2.925 -1.170 2.669
C -3.795 -1.955 3.411
C -3.442 -2.358 4.690
C -2.219 -1.978 5.230
C -1.349 -1.190 4.493
C -0.783 1.963 2.782
C -0.385 2.998 1.935
C -0.436 4.317 2.362
C -0.910 4.614 3.632
C -1.331 3.593 4.472
C -1.269 2.272 4.051
P 1.764 -0.153 -0.015
C 3.109 0.561 -1.004
C 3.895 -0.221 -1.848
C 4.879 0.371 -2.631
C 5.082 1.742 -2.579
C 4.292 2.529 -1.751
C 3.305 1.943 -0.973
C 2.103 -1.936 0.049
C 3.269 -2.439 0.630
C 3.502 -3.803 0.663
C 2.572 -4.680 0.114
C 1.411 -4.191 -0.465
C 1.175 -2.820 -0.497
H 3.129 0.115 1.990
H 2.068 1.487 1.723
H 1.274 0.159 3.687
H 1.146 -1.289 2.681
H -3.192 -0.867 1.662
H -4.743 -2.257 2.987
H -4.117 -2.975 5.269
H -1.942 -2.296 6.227
H -0.399 -0.899 4.926
H -0.063 2.781 0.921
H -0.127 5.112 1.696
H -0.967 5.643 3.960
H -1.715 3.825 5.457
H -1.607 1.484 4.710
H 3.749 -1.294 -1.888
H 5.493 -0.245 -3.275
H 5.855 2.199 -3.183
H 4.445 3.600 -1.710
H 2.685 2.570 -0.340
H 4.009 -1.764 1.045
H 4.408 -4.185 1.114
H 2.754 -5.746 0.145
H 0.681 -4.872 -0.882
H 0.250 -2.447 -0.922
O -4.077 -2.308 -1.234
P -3.017 -1.248 -1.734
O -2.720 -1.390 -3.194
O -1.820 -1.359 -0.802
O -3.745 0.157 -1.433
P -3.053 1.631 -1.683
O -4.196 2.600 -1.177
O -2.713 1.793 -3.115
O -1.924 1.714 -0.663
H -4.771 -2.484 -1.877
H -4.730 2.933 -1.905
N -1.575 -0.459 -5.256
C -0.512 0.601 -5.193
C 0.467 0.348 -4.046
N -0.235 0.413 -2.761
H -2.263 -0.241 -5.975
H -2.116 -0.620 -4.358
H -1.177 -1.372 -5.477
H -1.035 1.539 -5.017
H -0.011 0.638 -6.159
H 1.235 1.119 -4.092
H 0.972 -0.615 -4.149
H -0.897 -0.362 -2.768
H -0.827 1.245 -2.801
```

Atom charges from the Löwdin analysis, given in e for atoms 1 to 4:
1 Zn 0.464
2 C -0.370
3 C -0.361
4 P 1.050

***

6.
DFT (ωB97M-V/def2-TZVPD) results for a structure of composition C28H35N6O2Zr.

Calculated values
- HOMO energy (Ha) = -0.57410
- gap between HOMO and LUMO (eV) = 6.57
- net charge = +3

```
72
C28H35N6O2Zr, DFT ωB97M-V/def2-TZVPD
Zr -0.218 0.173 0.036
C -0.941 3.000 1.474
N -0.799 1.559 1.825
C 0.396 1.415 2.720
C -1.971 1.024 2.543
C -2.705 1.764 3.452
C -3.779 1.162 4.096
C -4.104 -0.157 3.820
C -3.364 -0.900 2.908
C -2.278 -0.310 2.276
N -1.484 -0.884 1.264
C -1.347 -2.258 0.994
C -1.387 -3.276 1.947
C -1.144 -4.586 1.565
C -0.835 -4.900 0.248
C -0.769 -3.898 -0.709
C -1.022 -2.585 -0.337
N -1.061 -1.467 -1.302
C -2.453 -1.330 -1.832
C -0.128 -1.618 -2.444
H -0.964 3.610 2.376
H -1.860 3.145 0.914
H -0.084 3.305 0.876
H 0.264 2.060 3.589
H 1.301 1.726 2.191
H 0.465 0.384 3.073
H -2.466 2.796 3.669
H -4.364 1.728 4.807
H -4.951 -0.616 4.313
H -3.651 -1.918 2.685
H -1.608 -3.040 2.980
H -1.195 -5.373 2.305
H -0.660 -5.928 -0.038
H -0.548 -4.158 -1.736
H -2.717 -2.243 -2.366
H -2.502 -0.479 -2.509
H -3.139 -1.185 -1.001
H -0.416 -2.447 -3.090
H 0.887 -1.797 -2.086
H -0.156 -0.705 -3.041
O 2.616 1.866 -2.335
C 1.620 1.748 -1.686
O 1.547 1.126 -0.503
C 0.263 2.234 -2.148
C 0.145 3.098 -3.229
C -1.113 3.529 -3.581
C -2.240 3.106 -2.850
C -3.552 3.552 -3.153
C -4.610 3.138 -2.399
C -4.403 2.264 -1.307
C -3.152 1.809 -0.992
C -2.046 2.217 -1.765
N -0.783 1.777 -1.448
H 1.038 3.412 -3.751
H -1.247 4.209 -4.413
H -3.692 4.229 -3.986
H -5.610 3.481 -2.625
H -5.251 1.960 -0.706
H -3.026 1.152 -0.134
N 5.292 -1.780 -0.162
C 4.120 -1.687 0.788
C 2.811 -1.500 0.017
N 1.675 -1.180 0.914
H 6.172 -1.869 0.358
H 5.372 -0.944 -0.751
H 5.229 -2.593 -0.781
H 4.324 -0.830 1.430
H 4.135 -2.591 1.395
H 2.564 -2.409 -0.534
H 2.927 -0.671 -0.683
H 2.011 -0.565 1.655
H 1.335 -2.026 1.373
```

Atom charges from the Löwdin analysis, given in e for atoms 1 to 4:
1 Zr 1.901
2 C -0.038
3 N -0.296
4 C -0.044

***

no.,calculated total energy (Ha)
1,-3827.388892
2,-4156.059643
3,-5596.676276
4,-3654.022976
5,-4869.127969
6,-1613.298000